105
Properties=species:S:1:pos:R:3:forces:R:3:lowdin_spin:R:1 method="wB97M-V/def2-TZVPD" homo_lumo_gap_ev="5.0 / 4.2" total_energy_ha=-8558.508292 fmax_ev_per_a=0.7 lumo_energy_ev="3.23 / 2.44" multiplicity=2 total_charge=-2 homo_ev="-1.787 / -1.787" s_squared=0.7720
Rb 0.17805 0.10173 0.01387 -0.5 -0.5 0.0 0.000
Cl 6.04761 5.24576 -0.66822 0.0 0.1 0.0 0.012
C 4.55689 4.51461 -0.15264 -0.1 0.2 0.2 0.063
C 4.23059 3.28736 -0.62117 -0.1 -0.2 0.1 0.035
C 3.00639 2.64366 -0.24855 0.2 0.2 0.0 0.094
N 2.64295 1.48239 -0.75707 0.0 -0.4 0.2 0.196
C 3.49412 0.51461 -1.17183 -0.2 0.3 -0.4 0.030
O 4.61707 0.27628 -0.73565 0.1 0.1 0.0 0.054
C 2.93394 -0.34945 -2.28758 -0.2 0.1 -0.1 0.002
C 3.80965 -0.87383 -3.23101 0.1 -0.1 0.1 0.002
C 3.28332 -1.59793 -4.28823 0.0 0.0 0.0 0.000
C 1.91141 -1.78809 -4.35823 0.0 0.0 0.0 0.003
C 1.11410 -1.23716 -3.36539 0.0 0.0 0.2 -0.001
N 1.61286 -0.51707 -2.36193 0.3 0.0 -0.3 0.004
C 2.12468 3.33150 0.69569 0.1 0.1 0.0 0.097
C 2.53367 4.61995 1.16741 -0.1 -0.2 0.0 0.031
C 3.68806 5.19670 0.75358 0.2 0.0 -0.1 0.065
Cl 4.10195 6.77782 1.34814 0.1 0.0 0.0 0.013
N 0.98245 2.76154 1.05271 0.1 -0.3 0.2 0.190
C 0.40320 2.98702 2.26175 -0.2 0.1 -0.2 0.032
O 0.97251 3.38301 3.28061 0.1 0.1 0.0 0.063
C -1.07175 2.65118 2.34450 -0.1 0.0 -0.2 0.001
C -1.84961 3.35165 3.25659 0.0 0.0 0.1 0.002
C -3.20003 3.06085 3.33351 0.0 0.0 0.0 0.000
C -3.72290 2.08008 2.50484 0.0 0.0 0.1 0.003
C -2.86607 1.41604 1.64038 0.2 0.0 0.0 -0.001
N -1.56662 1.70087 1.55066 -0.2 0.4 0.1 0.003
H 4.89941 2.77162 -1.29526 0.0 0.0 0.0 0.000
H 4.87295 -0.71244 -3.11183 0.0 0.0 0.0 0.000
H 3.93719 -2.01286 -5.04622 0.0 0.0 0.0 0.000
H 1.46035 -2.35994 -5.15896 0.0 0.0 0.0 0.000
H 0.03932 -1.38816 -3.34921 0.0 0.0 0.0 0.000
H 1.90111 5.13668 1.87345 0.0 0.0 0.0 0.000
H -1.37885 4.08330 3.89891 0.0 0.0 0.0 0.000
H -3.83539 3.58395 4.03867 0.0 0.0 0.0 0.000
H -4.77200 1.81393 2.53383 0.0 0.0 0.0 0.000
H -3.22902 0.63325 0.98288 0.0 0.0 0.0 0.000
C -5.36098 0.37359 -4.01912 0.0 -0.1 0.0 0.000
S -4.72251 -1.25167 -3.57517 0.0 0.1 0.0 0.000
C -3.35173 -0.90698 -2.43631 0.0 0.2 0.4 0.000
S -2.90459 0.68023 -1.99415 0.3 -0.3 -0.1 0.000
N -2.93020 -2.05696 -2.02456 -0.4 -0.4 -0.3 0.000
N -1.70302 -2.24980 -1.49845 0.4 0.5 -0.1 0.000
C -1.60149 -3.05993 -0.52123 0.0 0.0 -0.1 0.000
C -0.29224 -3.59522 -0.10829 0.0 0.1 0.0 0.000
C -0.25588 -4.60349 0.85540 -0.1 0.0 0.1 0.000
C 0.95661 -5.15592 1.21607 0.0 0.0 0.0 0.000
C 2.11171 -4.70744 0.58964 0.0 0.0 0.0 0.000
C 1.98258 -3.70542 -0.35990 -0.1 0.1 0.0 0.000
N 0.82167 -3.14538 -0.69772 0.1 0.0 0.0 0.000
H -6.39511 0.47981 -3.69001 0.0 0.0 0.0 0.000
H -5.29801 0.50759 -5.09895 0.0 0.0 0.0 0.000
H -4.73841 1.11487 -3.51136 0.0 0.0 0.0 0.000
H -2.47936 -3.45134 -0.01417 -0.1 -0.1 0.0 0.000
H -1.18003 -4.92272 1.32362 0.1 0.0 0.0 0.000
H 1.00268 -5.91029 1.99220 0.0 0.0 0.0 0.000
H 3.08801 -5.10026 0.84544 0.0 0.0 0.0 0.000
H 2.86317 -3.31781 -0.86970 0.0 0.0 0.0 0.000
I 5.71127 -2.81898 1.19044 0.0 0.0 0.0 0.000
C 4.65718 -1.18506 1.94537 -0.1 0.0 0.0 0.000
C 5.31212 -0.18512 2.63448 0.0 0.1 0.0 0.001
C 4.56244 0.89391 3.07876 0.0 0.0 0.0 0.001
C 3.19921 0.91909 2.82870 -0.1 -0.1 -0.1 0.001
N 2.56756 -0.05749 2.16892 0.2 0.0 0.0 0.001
C 3.29135 -1.08401 1.72346 -0.1 0.1 0.2 0.001
H 6.37853 -0.23707 2.81009 0.0 0.0 0.0 0.000
H 5.03113 1.71140 3.61103 0.0 0.0 0.0 0.000
H 2.58833 1.75108 3.16871 0.0 -0.1 0.0 0.000
H 2.75793 -1.85815 1.18338 0.0 0.0 0.0 0.000
C -4.72637 -3.59887 4.91047 0.1 0.0 0.1 0.000
Ge -3.91949 -3.01494 3.18158 -0.1 0.1 -0.1 0.000
C -4.12810 -4.68805 2.12519 0.1 0.0 -0.1 0.000
C -5.31530 -1.82193 2.43205 0.0 0.1 0.0 0.000
Ge -1.75630 -1.81079 2.84221 0.1 -0.2 0.3 0.000
C -0.49653 -3.09798 3.80369 0.0 -0.1 0.1 0.000
C -0.84271 -4.32348 4.38872 0.1 0.0 -0.1 0.000
C 0.11388 -5.17095 4.94834 0.0 0.1 0.0 0.000
C 1.45697 -4.81023 4.94710 -0.1 0.0 0.0 0.000
C 1.82871 -3.59396 4.38148 -0.1 0.0 0.0 0.000
C 0.86458 -2.76316 3.82068 0.0 -0.1 0.0 0.000
C -1.82842 -0.50515 4.40595 0.0 0.1 0.0 0.000
C -0.73511 0.36295 4.54693 -0.1 0.0 0.1 0.000
C -0.65666 1.30282 5.57073 0.0 -0.1 0.0 0.000
C -1.69255 1.41386 6.49064 0.0 -0.1 -0.1 0.000
C -2.79987 0.58088 6.36745 0.1 0.0 -0.1 0.000
C -2.86195 -0.35967 5.34094 0.1 0.1 0.0 0.000
H -5.72714 -3.99054 4.69897 0.0 0.0 0.0 0.000
H -4.81577 -2.78119 5.62948 0.0 -0.1 0.0 0.000
H -4.13008 -4.39204 5.37168 -0.1 0.0 0.0 0.000
H -5.10399 -5.13511 2.34339 0.1 0.0 0.0 0.000
H -3.35080 -5.41935 2.37228 -0.1 0.0 0.0 0.000
H -4.07581 -4.48266 1.05180 0.0 0.0 0.1 0.000
H -6.29626 -2.30795 2.40303 0.0 0.0 0.0 0.000
H -5.04112 -1.52250 1.41601 0.0 0.0 0.1 0.000
H -5.39232 -0.91480 3.04242 0.0 -0.1 -0.1 0.000
H -1.88513 -4.62902 4.40726 0.0 0.0 0.0 0.000
H -0.19092 -6.11438 5.39299 0.0 0.0 0.0 0.000
H 2.20366 -5.46597 5.38241 0.0 0.0 0.0 0.000
H 2.87419 -3.29856 4.36524 0.0 0.0 0.0 0.000
H 1.18049 -1.82699 3.37152 0.0 0.0 0.0 0.000
H 0.07954 0.31345 3.82569 0.0 0.0 0.0 0.000
H 0.19927 1.96856 5.62361 0.0 0.0 0.0 0.000
H -1.64227 2.14739 7.28867 0.0 0.0 0.0 0.000
H -3.61839 0.66220 7.07631 0.0 0.0 0.0 0.000
H -3.73967 -0.99088 5.26890 0.0 0.0 0.0 0.000

=====

10
Properties=species:S:1:pos:R:3:forces:R:3:lowdin_spin:R:1 method="wB97M-V/def2-TZVPD" homo_lumo_gap_ev="2.8 / 4.8" total_energy_ha=-287.129980 fmax_ev_per_a=2.3 lumo_energy_ev="-1.07 / -1.09" multiplicity=2 homo_ev="-3.911 / -5.846" s_squared=0.7540
O 0.55601 1.02206 1.26626 -0.5 0.3 -0.2 0.048
C -0.22117 1.85500 0.53992 -0.3 -2.2 -0.7 0.171
C -0.37649 1.57851 -0.91757 1.2 0.5 -0.9 0.572
O 0.38144 -4.66929 -0.21645 -0.2 -0.2 -0.3 0.000
C -0.18983 -5.23538 -1.01048 0.2 0.2 0.3 0.000
Cs 1.95665 -2.08697 2.21247 -0.5 1.0 -0.4 0.010
H -0.17144 2.94173 0.77749 -0.5 -0.5 0.2 0.023
H 0.27534 0.82772 -1.38070 -0.3 0.1 0.1 0.056
H -0.78508 2.37218 -1.55184 0.0 -0.3 0.2 0.036
H -1.42543 1.39444 0.28089 0.8 1.0 1.6 0.084